This record from OMol25 describes C54H57Ge2IOPdS5Se as an isolated structure. The level of theory is wB97M-V/def2-TZVPD.

Atoms and positions in Å:
Pd -0.725548 -0.792074 -0.210634
C 7.417093 -3.137310 -5.463872
C 7.180794 -2.521320 -4.106493
C 6.658031 -1.245027 -3.977120
C 6.510461 -0.629896 -2.732986
C 5.934745 0.763611 -2.670488
C 6.900397 -1.321943 -1.581120
C 7.382419 -2.635387 -1.692291
C 7.747209 -3.430471 -0.461635
C 7.519344 -3.211881 -2.947675
C 6.941326 -0.643409 -0.241716
C 8.203379 -0.191967 0.157325
C 8.378103 0.482947 1.354666
C 7.280881 0.704386 2.174648
C 6.020323 0.248635 1.802979
C 5.824470 -0.449272 0.591985
Ge 3.852493 -0.684168 -0.011343
S 1.496777 0.384922 -1.448135
S 3.856999 -2.555256 -1.401966
Ge 2.209449 -3.283617 -0.055578
S 0.189065 -2.987383 -0.799430
S 2.871301 -1.974135 1.664341
C 2.382271 -5.244186 0.399564
C 2.630857 -6.196560 -0.611576
C 2.626534 -7.559410 -0.313506
C 2.377873 -8.006959 0.973231
C 2.132127 -7.082415 1.973802
C 2.127886 -5.715107 1.702046
C 1.847586 -4.805404 2.858431
C 0.534031 -4.437711 3.155370
C -0.623804 -4.906332 2.316269
C 0.300878 -3.585989 4.238868
C 1.334280 -3.136123 5.046482
C 1.066237 -2.230372 6.222963
C 2.632092 -3.552911 4.759120
C 2.905916 -4.374787 3.676577
C 4.324939 -4.768298 3.356782
C 2.901066 -5.825106 -2.039305
C 1.848527 -5.691581 -2.951003
C 0.405606 -5.896188 -2.557779
C 2.140628 -5.351194 -4.271652
C 3.440778 -5.169827 -4.708918
C 3.730408 -4.751260 -6.128719
C 4.477410 -5.360549 -3.801427
C 4.230436 -5.681650 -2.475181
C 5.384864 -5.826767 -1.515515
C 4.864930 0.516934 2.716737
C 4.035859 1.622215 2.500811
C 4.283944 2.607470 1.381899
C 2.941615 1.822887 3.340601
C 2.660521 0.964500 4.391223
C 1.419408 1.153675 5.223743
C 3.515961 -0.110709 4.612044
C 4.609092 -0.352520 3.790858
C 5.469225 -1.571522 4.014363
H 6.881212 -2.593045 -6.242739
H 7.090078 -4.179885 -5.489261
H 8.482159 -3.120220 -5.711345
H 6.356991 -0.698197 -4.868166
H 6.157654 1.315752 -3.585550
H 6.319492 1.323146 -1.816814
H 4.844100 0.722843 -2.570574
H 7.094346 -3.176602 0.375097
H 8.775800 -3.223588 -0.149703
H 7.660284 -4.500509 -0.660242
H 7.897260 -4.230508 -3.023623
H 9.049670 -0.355666 -0.502878
H 9.359143 0.846695 1.639821
H 7.396663 1.241742 3.111253
H 2.814121 -8.266297 -1.115526
H 2.364798 -9.069466 1.191008
H 1.924593 -7.412943 2.986314
H -0.425033 -5.874051 1.853850
H -0.799535 -4.186581 1.513882
H -1.536821 -4.967613 2.909479
H -0.721924 -3.277099 4.444867
H 0.015014 -1.941648 6.264489
H 1.664619 -1.317961 6.155481
H 1.322065 -2.728099 7.162638
H 3.454008 -3.207802 5.383544
H 5.009800 -4.421693 4.133788
H 4.626875 -4.316237 2.405944
H 4.426392 -5.851056 3.249296
H 0.311033 -6.398346 -1.596562
H -0.115178 -6.486211 -3.316745
H -0.099284 -4.931861 -2.469746
H 1.317471 -5.214630 -4.968887
H 2.868834 -4.926933 -6.773653
H 4.585579 -5.295967 -6.533835
H 3.967370 -3.683660 -6.164956
H 5.505390 -5.214221 -4.122342
H 6.324636 -5.942522 -2.061287
H 5.253464 -6.678955 -0.847087
H 5.459919 -4.923367 -0.898218
H 5.003988 2.228083 0.658323
H 4.666388 3.553878 1.780331
H 3.347252 2.814418 0.859998
H 2.275974 2.657512 3.140921
H 1.147857 2.208439 5.294172
H 1.551757 0.757184 6.233346
H 0.584228 0.627941 4.750303
H 3.307167 -0.802369 5.426041
H 5.222804 -2.051888 4.964731
H 6.533179 -1.326133 4.004719
H 5.287663 -2.292371 3.209086
O -0.061162 -0.370413 2.305511
H 0.863077 -0.678237 2.267163
H -0.533966 -1.068139 2.776289
I -2.217789 -0.086242 -2.334628
Se 0.431600 1.628153 -0.104769
S -2.595501 -1.598518 1.167210
C -3.760525 -2.433513 0.143136
C -4.943875 -1.799834 -0.248081
C -5.887498 -2.464684 -1.020127
C -5.670282 -3.777976 -1.423663
C -4.491050 -4.412168 -1.052357
C -3.545391 -3.748922 -0.278066
H -5.103956 -0.770465 0.045244
H -6.790365 -1.948638 -1.332274
H -6.404487 -4.292271 -2.035100
H -4.300154 -5.432310 -1.371492
H -2.617183 -4.243588 -0.017941

Forces on atoms 1 to 2 (eV/Å):
Pd -0.458 -0.297 0.402
C -0.061 0.007 0.108

Output
**Charge**: -2
**Calculated total energy**: -11139.26794 Eh
**2S+1**: 5
**Energy relative to the best compared isomer or geometry (same formula, charge and spin)**: 1.491 eV
**Molar mass**: 1339.888 g/mol

Results of the Löwdin charge analysis, in e, for atoms 1 through 8: atom 1 (Pd): -0.059, atom 2 (C): -0.059, atom 3 (C): -0.275, atom 4 (C): -0.014, atom 5 (C): -0.221, atom 6 (C): -0.034, atom 7 (C): -0.173, atom 8 (C): -0.227


This record from OMol25 describes C54H58N6O4S2Sr as an isolated structure at a distorted geometry. The level of theory is wB97M-V/def2-TZVPD.

Atoms and positions in Å:
Sr 1.309648 -0.220739 -0.127124
C -0.241388 -1.603727 4.158964
C 0.142945 -0.952703 2.865422
N 0.530258 -1.599565 1.838615
C 0.648997 -3.064468 1.802693
C 1.403042 -3.463837 0.530327
N 0.608193 -3.175511 -0.670013
C 1.372836 -2.945517 -1.906498
C 0.587252 -2.076543 -2.892213
N 0.420026 -0.698105 -2.377866
C 1.131216 0.399475 -3.082821
C 0.596981 1.767603 -2.570746
N 0.577379 1.773139 -1.096391
C 0.023656 2.644410 -0.356495
C -0.691131 3.866780 -0.826964
C 0.024513 2.321881 1.151533
C -0.134480 3.260965 2.160940
C -0.145479 2.817326 3.475209
C -0.051264 1.460011 3.771581
C 0.072006 0.571668 2.717241
N 0.137734 1.025177 1.459499
H -0.963536 -2.398176 3.962885
H -0.684553 -0.911663 4.869112
H 0.631401 -2.066824 4.624896
H -0.351240 -3.509393 1.803075
H 1.178712 -3.444321 2.678971
H 1.645929 -4.526464 0.567907
H 2.365739 -2.925908 0.521278
H -0.034590 -2.416552 -0.496068
H 1.611101 -3.902668 -2.372343
H 2.343246 -2.459262 -1.696974
H -0.399503 -2.520472 -3.042594
H 1.097963 -2.071796 -3.857845
H -0.565768 -0.428193 -2.437617
H 0.939878 0.361873 -4.158368
H 2.212089 0.323430 -2.921060
H -0.415621 1.920839 -2.943987
H 1.231413 2.572871 -2.946061
H -1.763552 3.658011 -0.788080
H -0.410076 4.120825 -1.846159
H -0.501611 4.728420 -0.187723
H -0.242679 4.312204 1.936232
H -0.251814 3.533859 4.279495
H -0.078182 1.123554 4.798118
C -7.867065 5.574896 2.444578
C -6.714724 4.613378 2.328252
C -6.148140 4.326025 1.091446
C -5.097188 3.428520 0.973599
C -4.609202 2.813553 2.113848
C -5.127982 3.109511 3.368631
C -6.184094 3.999237 3.464788
S -3.267188 1.662015 1.950715
O -2.700745 1.868758 0.574428
C -4.134209 0.084750 2.062204
C -3.847423 -0.608514 3.267256
C -4.360845 -1.850751 3.483260
C -5.170250 -2.475081 2.499656
C -5.680744 -3.785844 2.687736
C -6.482413 -4.359048 1.746865
C -6.815324 -3.648205 0.568846
C -6.332669 -2.391788 0.357485
C -5.488062 -1.769246 1.317124
C -4.956098 -0.457918 1.109363
C -5.397723 0.311525 -0.097146
C -6.696881 0.912141 -0.104442
C -7.568843 0.851065 1.015918
C -8.797544 1.439049 0.971862
C -9.228619 2.124459 -0.189109
C -8.407138 2.209938 -1.273381
C -7.121563 1.611254 -1.256737
C -6.248808 1.717750 -2.375982
C -5.015275 1.144609 -2.351767
C -4.622018 0.426825 -1.200236
S -3.013610 -0.320587 -1.217866
O -2.234554 0.481081 -2.238593
C -3.345266 -1.872163 -2.020751
C -3.382066 -1.954858 -3.406552
C -3.546034 -3.197101 -3.998788
C -3.666015 -4.356973 -3.230521
C -3.839391 -5.706948 -3.871079
C -3.615386 -4.243588 -1.843813
C -3.446995 -3.010272 -1.234364
H -8.237695 5.870488 1.464354
H -7.569677 6.480014 2.976714
H -8.693390 5.129992 3.000514
H -6.540891 4.805278 0.202418
H -4.647576 3.214130 0.011545
H -4.720029 2.646442 4.259945
H -6.600600 4.231830 4.437684
H -3.225821 -0.132932 4.019025
H -4.158337 -2.376731 4.408598
H -5.426930 -4.319593 3.595520
H -6.871287 -5.357094 1.899434
H -7.461235 -4.106809 -0.168375
H -6.587573 -1.862729 -0.551830
H -7.250779 0.340435 1.916242
H -9.452337 1.383336 1.831872
H -10.210526 2.578738 -0.212978
H -8.724513 2.737251 -2.164850
H -6.579143 2.266158 -3.249908
H -4.331081 1.234680 -3.184090
H -3.269510 -1.061803 -4.008028
H -3.577931 -3.271272 -5.079446
H -3.572576 -5.687392 -4.926469
H -4.877130 -6.038062 -3.798849
H -3.223659 -6.456967 -3.375043
H -3.698540 -5.133802 -1.231318
H -3.396440 -2.938102 -0.153019
O 3.521661 -0.124473 0.579102
C 3.903973 1.070851 0.535892
O 3.338160 2.006586 -0.073766
C 5.141525 1.440008 1.335865
N 5.338252 2.936934 1.188131
C 6.728872 3.184258 0.641819
C 7.481971 1.909234 0.984030
C 6.430257 0.819405 0.786503
H 4.991911 1.204304 2.387756
H 5.184390 3.423901 2.066980
H 4.576855 3.196180 0.532599
H 7.130895 4.092685 1.080755
H 6.624606 3.322795 -0.432224
H 7.817614 1.934632 2.022651
H 8.357207 1.780881 0.351221
H 6.669396 -0.105014 1.304791
H 6.310040 0.589219 -0.273672

Forces on atoms 1 to 2 (eV/Å):
Sr 1.235 -2.060 -0.593
C -0.029 0.031 0.023

Output
**Charge**: +2
**Calculated total energy**: -3548.81678 Eh
**Molar mass**: 1006.850 g/mol

Results of the Löwdin charge analysis, in e, for atoms 1 through 8: atom 1 (Sr): 1.578, atom 2 (C): -0.002, atom 3 (C): -0.248, atom 4 (N): -0.028, atom 5 (C): -0.173, atom 6 (C): -0.216, atom 7 (N): -0.066, atom 8 (C): -0.214


This record from OMol25 describes a 10-piece molecular cluster, C54H58O31 overall at a distorted geometry. The level of theory is wB97M-V/def2-TZVPD.

Atoms and positions in Å:
O 14.733602 6.110307 -19.905304
C 14.209057 5.049182 -20.264102
C 12.874772 4.982304 -20.883191
C 12.293956 3.771512 -21.213750
O 11.072679 3.559988 -21.837478
C 13.020009 2.500111 -21.175169
O 12.575541 1.387295 -21.535682
C 14.318692 2.597676 -20.541058
C 14.881597 3.753599 -20.100304
O 16.138173 3.774226 -19.567264
H 12.323203 5.879095 -21.123902
H 11.139474 2.645187 -22.120813
H 14.913503 1.725510 -20.313216
H 16.560486 4.498744 -20.034526
O 14.543609 -5.432465 -29.213757
C 15.273777 -4.622597 -29.809010
C 15.501421 -3.259016 -29.335818
C 16.397558 -2.407888 -29.935216
O 16.446823 -1.114688 -29.538094
C 17.210258 -2.787889 -31.115604
O 17.942165 -1.993916 -31.773633
C 16.844950 -4.087103 -31.624389
C 15.979940 -4.957691 -31.032058
O 15.735716 -6.171139 -31.533230
H 14.884736 -2.926559 -28.513886
H 17.150992 -0.632488 -29.977685
H 17.270818 -4.432401 -32.554873
H 15.124732 -6.689762 -31.004718
O 16.376347 1.656606 -24.107026
C 17.426818 1.340252 -23.479694
C 18.065114 2.238839 -22.539610
C 19.240189 1.977996 -21.943007
O 19.827065 2.635084 -20.905187
C 20.004358 0.684109 -22.221251
O 21.200905 0.432695 -21.792306
C 19.320022 -0.262291 -23.057752
C 18.115210 0.043351 -23.589943
O 17.291129 -0.895384 -24.244146
H 17.586438 3.189079 -22.354400
H 20.583738 2.114624 -20.625608
H 19.635295 -1.293541 -23.117121
H 16.490437 -0.480230 -24.572991
O 13.692407 -0.089128 -24.473371
C 13.214546 0.289525 -25.552933
C 13.478541 -0.331946 -26.912554
C 13.001419 0.143814 -28.071107
O 13.302182 -0.468210 -29.225514
C 12.276362 1.435911 -28.208766
O 11.891566 1.882512 -29.335193
C 11.933453 1.979823 -26.916860
C 12.368787 1.525617 -25.698550
O 11.953747 2.046643 -24.515781
H 14.047396 -1.249700 -26.889601
H 12.977890 -0.031411 -30.016487
H 11.408558 2.922808 -26.876211
H 12.072535 1.405541 -23.811166
O 11.178409 -4.612489 -24.589964
C 10.344604 -3.752527 -24.918474
C 10.802674 -2.514857 -25.649383
C 9.836241 -1.649578 -26.159990
O 10.063443 -0.617777 -27.057134
C 8.291531 -1.810574 -25.992759
O 7.374729 -1.061689 -26.279041
C 7.995135 -2.982487 -25.206554
C 8.834720 -3.869909 -24.693000
O 8.426053 -5.057976 -24.096567
H 11.864788 -2.407314 -25.812932
H 9.247499 -0.314664 -27.462060
H 6.946400 -3.208430 -25.082023
H 9.137630 -5.561030 -23.693835
O 17.064963 -4.743637 -21.504001
C 15.996515 -4.147499 -21.554290
C 15.982168 -2.675635 -21.623485
C 14.865338 -1.902207 -21.665145
O 14.882257 -0.526649 -21.581868
C 13.460053 -2.480363 -21.731560
O 12.474167 -1.772944 -21.809310
C 13.451909 -3.933837 -21.690709
C 14.593498 -4.710395 -21.586031
O 14.541926 -6.049895 -21.443717
H 16.934625 -2.168883 -21.672674
H 13.991771 -0.171155 -21.629295
H 12.504225 -4.439727 -21.579461
H 15.417727 -6.440158 -21.395993
O 5.168740 -0.730441 -22.083492
C 6.267508 -0.413449 -22.433340
C 7.428666 -1.040482 -21.732251
C 8.704603 -0.762562 -22.059719
O 9.722470 -1.544973 -21.557983
C 9.098081 0.303996 -23.011103
O 10.222268 0.644670 -23.237017
C 7.925389 0.791535 -23.761170
C 6.606124 0.484106 -23.563706
O 5.575805 0.975235 -24.331877
H 7.217887 -1.839991 -21.037441
H 10.613251 -1.253881 -21.766222
H 8.134361 1.438528 -24.600304
H 4.761785 0.669419 -23.925110
C 8.655005 -4.986928 -32.866254
C 9.759708 -3.964743 -32.465198
O 10.109513 -3.985368 -31.078664
C 11.391488 -3.399749 -30.756227
C 11.550569 -3.184965 -29.239672
H 8.511871 -4.984166 -33.946811
H 8.876738 -5.999606 -32.529485
H 7.716637 -4.672950 -32.409110
H 10.616682 -4.223382 -33.087140
H 9.389367 -2.954462 -32.639202
H 12.209171 -4.089378 -30.965753
H 11.653771 -2.494523 -31.303843
H 11.297113 -4.043147 -28.617270
H 11.119945 -2.266534 -28.840741
H 12.610634 -3.221552 -28.988627
C 8.052603 -2.089401 -29.965435
C 7.636372 -0.634540 -30.197750
O 8.222364 0.080073 -29.068779
C 7.514069 1.323924 -28.875004
C 8.307675 2.106455 -27.831054
H 9.076924 -2.157034 -29.598979
H 7.355309 -2.541009 -29.259797
H 7.905570 -2.733667 -30.832283
H 8.022460 -0.168121 -31.104111
H 6.559322 -0.505163 -30.304192
H 7.503933 1.832289 -29.839150
H 6.460397 1.226149 -28.613631
H 9.233307 2.513104 -28.238423
H 8.507665 1.497495 -26.949422
H 7.570541 2.850886 -27.530129
C 14.869874 1.628803 -31.693338
C 14.391262 0.420414 -32.348502
O 13.135735 -0.014331 -31.848783
C 12.024015 0.738669 -32.304503
C 10.710155 0.114761 -31.808318
H 14.313568 2.550911 -31.861732
H 15.072723 1.517108 -30.628221
H 15.865309 1.876807 -32.061721
H 14.393633 0.492753 -33.436092
H 15.162648 -0.335098 -32.199322
H 12.178201 1.775719 -32.006415
H 11.899641 0.795309 -33.385900
H 10.707011 -0.097947 -30.739281
H 10.483074 -0.797314 -32.360287
H 9.816753 0.716293 -31.975924

Forces on atoms 1 to 2 (eV/Å):
O -0.597 -1.711 -0.662
C -0.498 2.041 0.087

Output
**Structure (SMILES)**: O=C1C=C(O)C(=O)C=C1O.O=C1C=C(O)C(=O)C=C1O.O=C1C=C(O)C(=O)C=C1O.O=C1C=C(O)C(=O)C=C1O.O=C1C=C(O)C(=O)C=C1O.O=C1C=C(O)C(=O)C=C1O.O=C1C=C(O)C(=O)C=C1O.CCOCC.CCOCC.CCOCC
**Charge**: 0
**Calculated total energy**: -4424.67493 Eh
**Molar mass**: 1203.027 g/mol

Results of the Löwdin charge analysis, in e, for atoms 1 through 8: atom 1 (O): 0.117, atom 2 (C): -0.313, atom 3 (C): 0.104, atom 4 (C): -0.167, atom 5 (O): 0.092, atom 6 (C): -0.269, atom 7 (O): 0.084, atom 8 (C): 0.095